{"formula": "C39H29N5O4PbSi", "method": "ωB97M-V/def2-TZVPD", "species": ["Pb", "O", "C", "O", "C", "C", "C", "N", "C", "C", "C", "C", "C", "C", "C", "N", "C", "C", "C", "C", "C", "N", "H", "H", "H", "H", "H", "H", "H", "H", "H", "H", "O", "C", "O", "C", "C", "C", "C", "C", "N", "H", "H", "H", "H", "C", "Si", "C", "C", "C", "C", "C", "C", "C", "H", "H", "H", "H", "H", "H", "H", "H", "H", "H", "H", "N", "C", "C", "C", "C", "C", "C", "C", "C", "C", "H", "H", "H", "H"], "xyz": [[0.2154, -0.9222, 0.5114], [-0.5932, 2.9280, 6.5576], [0.4858, 2.8106, 5.9691], [1.6170, 3.2670, 6.1754], [0.4212, 1.8654, 4.7353], [-0.7538, 1.2373, 4.3676], [-0.7638, 0.3746, 3.2838], [0.3343, 0.1625, 2.5501], [1.4975, 0.7311, 2.9219], [1.5663, 1.5755, 4.0099], [2.7243, 0.3418, 2.1827], [3.9044, 1.0757, 2.2534], [5.0160, 0.6123, 1.5773], [4.9291, -0.5652, 0.8445], [3.7090, -1.2103, 0.8014], [2.6375, -0.7681, 1.4532], [-1.9532, -0.4731, 3.0345], [-3.2417, 0.0164, 3.2047], [-4.2940, -0.8766, 3.1415], [-4.0204, -2.2217, 2.9405], [-2.7043, -2.6036, 2.7453], [-1.6850, -1.7494, 2.7640], [-1.6337, 1.3945, 4.9756], [2.4943, 2.0127, 4.3494], [3.9428, 1.9970, 2.8145], [5.9435, 1.1671, 1.6177], [5.7809, -0.9660, 0.3147], [3.5791, -2.1185, 0.2236], [-3.4049, 1.0700, 3.3776], [-5.3121, -0.5312, 3.2591], [-4.8087, -2.9604, 2.9167], [-2.4532, -3.6411, 2.5676], [-3.6942, 0.7197, -0.6086], [-2.8444, -0.0979, -0.2997], [-1.6757, 0.1971, 0.1309], [-3.1871, -1.5707, -0.4762], [-4.5008, -1.9110, -0.7921], [-4.8310, -3.2457, -0.9125], [-3.8415, -4.2012, -0.7180], [-2.5625, -3.7655, -0.4204], [-2.2330, -2.4806, -0.3009], [-5.2186, -1.1166, -0.9274], [-5.8444, -3.5436, -1.1489], [-4.0558, -5.2581, -0.7951], [-1.7647, -4.4818, -0.2573], [0.7435, -3.8855, -1.8484], [0.6513, -2.0614, -2.1200], [2.2602, -1.2475, -2.4787], [-0.7887, -1.3559, -2.9717], [-1.7201, -2.1837, -3.6114], [-2.8107, -1.6286, -4.2550], [-2.9995, -0.2509, -4.2326], [-2.0895, 0.5785, -3.5931], [-0.9768, 0.0317, -2.9760], [1.3567, -4.3132, -2.6463], [-0.2408, -4.3494, -1.8760], [1.2120, -4.1276, -0.8954], [2.5524, -1.5789, -3.4802], [3.0402, -1.5279, -1.7726], [2.1657, -0.1633, -2.4696], [-1.5931, -3.2584, -3.6096], [-3.5276, -2.2668, -4.7532], [-3.8723, 0.1759, -4.7087], [-2.2569, 1.6455, -3.5564], [-0.2836, 0.6794, -2.4510], [4.9160, 7.3435, -3.4357], [4.3653, 6.4429, -2.9837], [3.6786, 5.3079, -2.4265], [2.3034, 5.3594, -2.2114], [1.6463, 4.2622, -1.6883], [2.3520, 3.0992, -1.3719], [3.7336, 3.0620, -1.5832], [4.3941, 4.1556, -2.1077], [1.6760, 1.9527, -0.8402], [1.1082, 0.9770, -0.3936], [1.7579, 6.2609, -2.4542], [0.5800, 4.2963, -1.5135], [4.2807, 2.1641, -1.3266], [5.4626, 4.1281, -2.2727]], "lowdin_charge": [1.301, -0.016, -0.694, -0.022, -0.052, 0.077, -0.185, 0.041, -0.182, 0.070, -0.228, 0.017, -0.038, -0.045, -0.145, 0.009, -0.253, 0.006, -0.036, -0.053, -0.144, 0.097, 0.130, 0.120, 0.122, 0.116, 0.108, 0.104, 0.131, 0.116, 0.107, 0.108, 0.065, -0.611, -0.192, -0.202, 0.008, -0.048, -0.052, -0.164, 0.066, 0.122, 0.110, 0.105, 0.103, -0.184, 0.650, -0.171, -0.306, -0.097, -0.070, -0.051, -0.049, -0.082, 0.048, 0.015, 0.041, 0.057, 0.018, 0.024, 0.101, 0.108, 0.112, 0.119, 0.081, 0.157, -0.184, -0.232, -0.018, -0.012, -0.239, -0.024, -0.024, -0.113, -0.145, 0.122, 0.123, 0.109, 0.120], "molar_mass_da": 866.978, "spin_multiplicity": 1, "homo_lumo_gap_ev": 5.81, "e_above_lowest_kj_mol": 296.5, "lumo_energy_ev": -1.986, "e_tot_ev": -69678.064}

---

{"formula": "C44H58FFeN3PSi", "method": "ωB97M-V/def2-TZVPD", "species": ["Fe", "C", "N", "C", "C", "C", "C", "C", "C", "C", "C", "H", "H", "H", "H", "H", "H", "H", "H", "H", "H", "H", "H", "C", "Si", "C", "C", "N", "C", "C", "C", "C", "C", "C", "F", "H", "H", "H", "H", "H", "H", "H", "H", "H", "H", "H", "H", "H", "C", "C", "C", "C", "P", "C", "C", "C", "C", "C", "C", "C", "C", "C", "C", "H", "H", "H", "H", "H", "H", "H", "H", "H", "H", "H", "H", "H", "H", "H", "H", "H", "H", "H", "H", "H", "H", "H", "C", "C", "C", "C", "C", "C", "N", "C", "C", "C", "C", "C", "C", "H", "H", "H", "H", "H", "H", "H", "H", "H", "H"], "xyz": [[12.0801, 10.2293, 11.5869], [10.0557, 9.9970, 13.8787], [11.4757, 10.1220, 13.6413], [12.1926, 8.9538, 14.1622], [12.0083, 11.4059, 14.0474], [13.4170, 11.5883, 13.6170], [14.3200, 12.1459, 14.4483], [15.6111, 12.4179, 14.0099], [15.9895, 12.1587, 12.6974], [15.0694, 11.5715, 11.8301], [13.7744, 11.2509, 12.3200], [9.9111, 9.7082, 14.8739], [9.6822, 9.2844, 13.1947], [9.5507, 10.9406, 13.6959], [12.2697, 9.0828, 15.2353], [13.1510, 8.9578, 13.7839], [11.7547, 7.9967, 13.9807], [11.8889, 11.5896, 15.1210], [11.4221, 12.1777, 13.5011], [14.0710, 12.4237, 15.4828], [16.2762, 12.9826, 14.6769], [16.9896, 12.3194, 12.4075], [15.3365, 11.2005, 10.8326], [12.6920, 14.1810, 10.7847], [11.8988, 12.7454, 9.8778], [10.7148, 13.5815, 8.5771], [13.0948, 11.7914, 8.6890], [11.0879, 11.6388, 10.9221], [9.7599, 11.7906, 11.3487], [8.9033, 10.6925, 11.3584], [7.6544, 10.7583, 11.9572], [7.2306, 11.8984, 12.6019], [8.0177, 13.0302, 12.5437], [9.2357, 12.9230, 11.9283], [9.9760, 14.1054, 11.8063], [13.7292, 13.8761, 11.0029], [12.1848, 14.3269, 11.7207], [12.5369, 15.0933, 10.1398], [11.2964, 14.2094, 7.8938], [9.9051, 14.1282, 9.0531], [10.2370, 12.7835, 8.0056], [13.4522, 12.4998, 7.9230], [12.5085, 10.9512, 8.2345], [14.0211, 11.4903, 9.1551], [9.2196, 9.7883, 10.8322], [7.0357, 9.8866, 11.9780], [6.3252, 11.9556, 13.1683], [7.6837, 13.9461, 13.0034], [12.9915, 18.3316, 10.7350], [11.6999, 18.6109, 9.8971], [11.9657, 18.1889, 8.4582], [11.3647, 20.0943, 9.8882], [10.4258, 17.4625, 10.7693], [10.5558, 17.9448, 12.4887], [10.2782, 19.1763, 13.1196], [10.3148, 19.2352, 14.5150], [10.7643, 18.1345, 15.2943], [11.0877, 16.9527, 14.6504], [10.9811, 16.8931, 13.2727], [8.6662, 17.7149, 10.1967], [7.7255, 17.7941, 11.3877], [8.3643, 16.4483, 9.3465], [8.3698, 18.9113, 9.3215], [13.8355, 18.7606, 10.1575], [13.1473, 17.2533, 10.8129], [12.8312, 18.7957, 11.6883], [12.9159, 18.6308, 8.1911], [11.1280, 18.4952, 7.7784], [12.1485, 17.1601, 8.3572], [12.1843, 20.7008, 9.5515], [11.2710, 20.3974, 10.9393], [10.4837, 20.4383, 9.3326], [10.0142, 20.0446, 12.5474], [10.2025, 20.2279, 14.9678], [10.7629, 18.2715, 16.4028], [11.4192, 16.0422, 15.1675], [11.1468, 15.9281, 12.8078], [7.8823, 16.9567, 12.0972], [6.7005, 17.8756, 11.0812], [7.9127, 18.6857, 12.0200], [8.3041, 15.5761, 10.0269], [9.1560, 16.2429, 8.6419], [7.3933, 16.6112, 8.8153], [8.3442, 19.8682, 9.7581], [7.4569, 18.7340, 8.7798], [9.1062, 18.9484, 8.5481], [8.5344, 7.3506, 9.1540], [8.7226, 6.9348, 10.4686], [9.9379, 7.2191, 11.1128], [10.9610, 7.8967, 10.4288], [10.7013, 8.2876, 9.1160], [9.5455, 7.9408, 8.4254], [12.1235, 8.3514, 11.0435], [13.0960, 7.4141, 11.3104], [12.8712, 6.0616, 11.0254], [13.8413, 5.1451, 11.3501], [15.0986, 5.4707, 11.9130], [15.2539, 6.8062, 12.1993], [14.2868, 7.7869, 11.9751], [7.5493, 7.1076, 8.7219], [7.8958, 6.4381, 10.9678], [10.1432, 6.9198, 12.1506], [11.4796, 8.8545, 8.6381], [9.3318, 8.2562, 7.3939], [11.9584, 5.7515, 10.6354], [13.7141, 4.1045, 11.0713], [15.8458, 4.8034, 12.2609], [16.1878, 7.0533, 12.6486], [14.6165, 8.8061, 12.1902]], "lowdin_charge": [0.980, -0.049, -0.302, -0.040, -0.157, -0.296, -0.058, -0.078, -0.086, -0.109, -0.150, 0.089, 0.069, 0.082, 0.107, 0.036, 0.095, 0.138, 0.131, 0.120, 0.107, 0.086, 0.092, -0.163, 0.446, -0.158, -0.160, -0.168, -0.309, -0.057, -0.089, -0.089, -0.011, -0.204, -0.010, 0.024, -0.007, 0.026, 0.030, -0.011, 0.022, 0.035, 0.028, -0.014, 0.098, 0.104, 0.101, 0.120, -0.087, -0.679, -0.102, -0.098, 1.154, -0.406, -0.090, -0.079, -0.083, -0.086, -0.130, -0.701, -0.102, -0.114, -0.105, 0.092, 0.060, 0.062, 0.075, 0.092, 0.044, 0.074, 0.061, 0.069, 0.090, 0.102, 0.111, 0.108, 0.061, 0.085, 0.077, 0.076, 0.068, 0.051, 0.094, 0.067, 0.077, 0.050, -0.115, -0.082, -0.049, -0.366, -0.034, -0.071, -0.065, -0.283, -0.029, -0.081, -0.092, -0.108, -0.042, 0.108, 0.102, 0.119, 0.096, 0.114, 0.085, 0.099, 0.086, 0.093, 0.087], "molar_mass_da": 762.872, "spin_multiplicity": 6, "homo_lumo_gap_ev": [8.08, 7.23], "e_above_lowest_kj_mol": 0.0, "lumo_energy_ev": [0.589, -0.336], "e_tot_ev": -105309.446}

---

{"formula": "C4H16N2O2", "method": "ωB97M-V/def2-TZVPD", "species": ["C", "C", "C", "C", "N", "N", "H", "H", "H", "H", "H", "H", "H", "H", "H", "H", "H", "H", "H", "H", "O", "H", "H", "O"], "xyz": [[1.2546, 0.0222, 0.5562], [-0.1898, 0.1482, 0.3144], [-0.5279, -1.1532, -0.4960], [-2.6154, -1.0291, -1.8608], [-2.0257, -1.1671, -0.7253], [1.7743, 1.3445, 1.3030], [1.4681, -0.8457, 1.1993], [1.7402, 0.0895, -0.5554], [-0.9262, 0.0953, 1.1089], [-0.6140, 1.0332, -0.2641], [-0.1348, -1.0114, -1.4650], [-0.4184, -2.1507, -0.0799], [-2.1361, -1.0782, -2.8987], [-3.6598, -1.0442, -2.1237], [-2.6410, -1.0611, 0.0323], [1.0344, 1.4931, 2.1125], [1.7359, 2.0024, 0.6146], [2.7211, 1.0693, 1.6441], [-0.5175, 2.8122, 3.3061], [-0.6540, 1.4799, 3.9633], [-0.3941, 1.9309, 3.1928], [2.2022, -1.2226, -2.2425], [2.0391, -0.8111, -3.7140], [1.4849, -0.9463, -2.9220]], "lowdin_charge": [-0.113, -0.193, -0.090, 0.212, 0.068, 0.210, 0.151, 0.175, 0.110, 0.166, 0.071, 0.157, 0.164, 0.127, 0.154, 0.153, 0.106, 0.187, 0.023, 0.062, 0.040, 0.089, 0.070, -0.099], "molar_mass_da": 124.184, "spin_multiplicity": 1, "homo_lumo_gap_ev": 10.26, "e_above_lowest_kj_mol": 252.9, "lumo_energy_ev": -7.858, "e_tot_ev": -11464.737, "charge": 2}

---

{"formula": "C2H3I2N", "method": "ωB97M-V/def2-TZVPD", "species": ["C", "C", "N", "I", "I", "H", "H", "H"], "xyz": [[-1.2566, -1.3171, -0.0261], [-0.2000, 1.7374, -0.1466], [-0.6952, -2.3554, 0.2692], [-3.4574, -0.9934, -0.0025], [-2.1118, 2.3658, 0.0127], [0.5072, 2.1222, 0.4520], [0.0892, 0.9779, -0.7912], [-0.9801, -3.2307, 0.6374]], "lowdin_charge": [-0.581, -0.590, 0.018, 0.516, 0.742, -0.088, -0.073, 0.057], "molar_mass_da": 294.861, "spin_multiplicity": 1, "homo_lumo_gap_ev": [6.16, 8.47], "e_above_lowest_kj_mol": 366.8, "lumo_energy_ev": [-1.793, -0.203], "e_tot_ev": -19809.427}

---

{"formula": "C3H3NO3S", "method": "ωB97M-V/def2-TZVPD", "species": ["O", "C", "C", "C", "O", "O", "N", "S", "H", "H", "H"], "xyz": [[-1.0105, 2.1594, -0.1542], [-0.2263, 1.1696, 0.0025], [1.1413, 1.0160, 0.3113], [1.4936, -0.2888, -0.1093], [2.7780, -0.6157, 0.1555], [0.6232, -1.1941, -0.4189], [-0.5838, -0.2176, -0.4405], [-2.0642, -0.8415, 0.1728], [1.7858, 1.8542, 0.3843], [3.2611, 0.1555, 0.5344], [-1.5091, -1.2003, 1.5136]], "lowdin_charge": [0.011, -0.474, 0.038, -0.395, 0.111, 0.089, -0.392, 0.798, 0.111, 0.143, -0.041], "smiles": "O=c1cc(O)on1S", "molar_mass_da": 133.128, "spin_multiplicity": 1, "homo_lumo_gap_ev": 9.63, "e_above_lowest_kj_mol": 414.2, "lumo_energy_ev": 0.091, "e_tot_ev": -21623.596}

---

What did the third record say?
{"formula": "C4H16N2O2", "method": "ωB97M-V/def2-TZVPD", "species": ["C", "C", "C", "C", "N", "N", "H", "H", "H", "H", "H", "H", "H", "H", "H", "H", "H", "H", "H", "H", "O", "H", "H", "O"], "xyz": [[1.2546, 0.0222, 0.5562], [-0.1898, 0.1482, 0.3144], [-0.5279, -1.1532, -0.4960], [-2.6154, -1.0291, -1.8608], [-2.0257, -1.1671, -0.7253], [1.7743, 1.3445, 1.3030], [1.4681, -0.8457, 1.1993], [1.7402, 0.0895, -0.5554], [-0.9262, 0.0953, 1.1089], [-0.6140, 1.0332, -0.2641], [-0.1348, -1.0114, -1.4650], [-0.4184, -2.1507, -0.0799], [-2.1361, -1.0782, -2.8987], [-3.6598, -1.0442, -2.1237], [-2.6410, -1.0611, 0.0323], [1.0344, 1.4931, 2.1125], [1.7359, 2.0024, 0.6146], [2.7211, 1.0693, 1.6441], [-0.5175, 2.8122, 3.3061], [-0.6540, 1.4799, 3.9633], [-0.3941, 1.9309, 3.1928], [2.2022, -1.2226, -2.2425], [2.0391, -0.8111, -3.7140], [1.4849, -0.9463, -2.9220]], "lowdin_charge": [-0.113, -0.193, -0.090, 0.212, 0.068, 0.210, 0.151, 0.175, 0.110, 0.166, 0.071, 0.157, 0.164, 0.127, 0.154, 0.153, 0.106, 0.187, 0.023, 0.062, 0.040, 0.089, 0.070, -0.099], "molar_mass_da": 124.184, "spin_multiplicity": 1, "homo_lumo_gap_ev": 10.26, "e_above_lowest_kj_mol": 252.9, "lumo_energy_ev": -7.858, "e_tot_ev": -11464.737, "charge": 2}